Record 1
Molecular formula: C8H12B4BeF16N4
Method: DFT, wB97M-V/def2-TZVPD

Output
HOMO level = -5.170 eV
net charge = -2
F_max = 2.33 eV Å⁻¹
lowest unoccupied orbital energy = 4.002 eV
M = 520.44 g/mol
energy = -2244.0431 a.u.
Kohn-Sham gap = 9.17 eV

Geometry as XYZ:
```
45
C8H12B4BeF16N4 (wB97M-V/def2-TZVPD)
Be -0.44 -0.59 -0.22
B 0.14 -3.02 -2.94
F 1.31 -2.87 -3.69
F 0.09 -4.32 -2.36
F 0.13 -2.04 -1.91
F -1.01 -2.92 -3.74
B -2.41 -2.79 -0.21
F -2.72 -3.22 -1.47
F -1.04 -2.96 0.08
F -2.67 -1.39 -0.06
F -3.19 -3.45 0.77
B 2.46 1.44 1.75
F 3.65 0.69 1.68
F 2.52 2.54 0.88
F 1.38 0.58 1.36
F 2.22 1.93 3.05
B 1.49 1.50 -2.33
F 1.32 1.17 -3.68
F 0.97 0.43 -1.50
F 2.83 1.72 -2.05
F 0.76 2.67 -2.01
C -1.17 1.05 4.71
C -1.13 0.29 3.46
N -1.12 -0.30 2.49
H -0.50 1.90 4.57
H -0.90 0.37 5.51
H -2.18 1.46 4.79
C 3.19 -3.32 1.97
C 2.27 -2.54 1.16
N 1.56 -1.91 0.53
H 3.46 -4.25 1.47
H 2.62 -3.54 2.88
H 4.07 -2.73 2.18
C -1.59 3.88 1.77
C -1.45 2.77 0.84
N -1.34 1.89 0.11
H -1.96 3.48 2.72
H -2.31 4.61 1.40
H -0.62 4.34 1.93
C -1.41 1.53 -4.74
C -1.50 0.73 -3.52
N -1.55 0.14 -2.54
H -1.68 2.55 -4.51
H -2.14 1.09 -5.43
H -0.42 1.42 -5.17
```

=====

Record 2
Molecular formula: C18H26N6O4
Method: DFT, wB97M-V/def2-TZVPD

Output
energy above the lowest of the compared OMol25 structures with the same formula, charge and spin = 25.0 kJ/mol
HOMO level = -9.016 eV
F_max = 0.32 eV Å⁻¹
lowest unoccupied orbital energy = 0.595 eV
M = 390.44 g/mol
energy = -1331.0948 a.u.
Kohn-Sham gap = 9.61 eV

Geometry as XYZ:
```
54
C18H26N6O4 (wB97M-V/def2-TZVPD)
C -0.63 2.45 -4.12
C -1.22 3.29 -3.04
N -1.15 4.61 -3.09
N -1.78 5.02 -1.97
C -2.25 4.00 -1.21
C -2.93 4.23 0.09
C -1.90 2.85 -1.88
C -2.16 1.43 -1.50
C -0.96 0.50 -1.34
O -1.08 -0.69 -1.58
N 0.24 1.02 -0.92
C 0.32 2.07 0.08
C 1.61 2.88 0.01
O 1.69 3.95 0.59
N 2.63 2.32 -0.67
C 2.61 1.05 -1.38
C 1.43 0.19 -0.96
C 1.68 -0.55 0.36
O 2.72 -0.45 0.98
N 0.61 -1.29 0.76
C 0.77 -2.28 1.80
C -0.43 -2.38 2.72
C -0.18 -3.48 3.73
C -0.01 -4.81 3.03
N 0.93 -4.75 1.91
C 1.26 -6.03 1.32
C 1.15 -3.63 1.17
O 1.67 -3.67 0.07
H -1.37 1.78 -4.55
H -0.23 3.08 -4.91
H 0.18 1.82 -3.73
H -1.84 6.00 -1.78
H -3.40 3.31 0.44
H -2.22 4.56 0.86
H -3.71 4.99 0.01
H -2.72 1.38 -0.56
H -2.78 0.92 -2.24
H -0.49 2.78 -0.02
H 0.28 1.64 1.09
H 3.48 2.86 -0.67
H 2.56 1.22 -2.45
H 3.53 0.50 -1.15
H 1.27 -0.58 -1.72
H -0.08 -1.47 0.05
H 1.65 -1.98 2.38
H -0.60 -1.41 3.20
H -1.33 -2.61 2.13
H 0.73 -3.24 4.30
H -1.00 -3.56 4.45
H 0.36 -5.56 3.73
H -0.98 -5.16 2.67
H 2.07 -5.90 0.61
H 1.58 -6.72 2.11
H 0.41 -6.47 0.80
```